Molecular formula: CH71O35V
Method: DFT, the ωB97M-V functional and the def2-TZVPD basis

Charge   +2
Multiplicity   3
Largest force on an atom   0.093 hartree/bohr
DFT total energy   -3657.80418 hartree
Frontier orbital gap (spin up / spin down)   9.1 / 10.5 eV
LUMO (spin up / spin down)   -4.605 / -3.996 eV
HOMO energy (spin up / spin down)   -13.7 / -14.5 eV
M   694.49 Da

Element x y z (Å)
V 13.10 7.71 12.03
O 6.68 10.76 7.74
O 9.26 7.95 11.14
O 11.45 7.76 8.38
O 13.16 6.81 10.04
O 10.37 12.11 6.45
O 7.69 15.05 10.29
O 11.81 15.61 15.48
O 8.88 12.77 9.87
O 7.44 13.43 7.18
O 14.71 12.57 12.38
O 16.21 10.39 13.69
O 10.42 10.60 14.76
O 10.18 16.15 12.10
O 12.07 11.24 8.63
O 14.50 5.96 12.58
O 13.18 10.30 14.98
O 13.31 8.05 14.12
O 9.75 9.69 8.76
O 11.95 9.14 11.78
O 14.70 13.03 17.72
O 10.44 15.80 9.18
O 7.68 15.37 14.54
O 9.79 13.38 14.72
O 6.03 11.25 19.16
O 13.52 12.91 15.18
O 8.92 6.09 14.09
O 11.35 6.58 12.29
O 6.24 14.03 12.68
O 14.73 8.84 11.84
O 15.01 9.67 9.49
O 8.06 8.95 19.17
O 11.55 6.35 15.20
O 8.05 9.05 14.01
O 7.43 10.80 11.88
O 11.59 13.51 12.52
C 11.98 10.62 12.09
H 16.52 10.92 12.96
H 13.63 10.15 15.83
H 10.72 13.57 14.75
H 12.97 11.27 15.09
H 6.36 14.65 13.47
H 15.73 9.96 8.93
H 7.47 11.74 11.80
H 11.02 6.04 13.06
H 7.68 13.46 8.11
H 12.81 10.80 12.74
H 15.28 9.28 12.49
H 11.42 14.37 12.22
H 13.74 12.74 16.11
H 14.21 9.94 8.98
H 10.48 16.30 8.36
H 12.61 7.27 9.30
H 11.48 16.11 16.24
H 9.88 12.39 14.74
H 9.33 16.43 12.50
H 6.88 10.45 11.19
H 10.77 13.16 12.91
H 5.28 13.91 12.65
H 11.74 16.33 14.79
H 8.28 6.75 13.75
H 14.73 9.18 10.88
H 5.12 11.37 19.43
H 10.89 10.87 12.36
H 10.24 16.64 11.29
H 15.22 6.35 13.08
H 7.51 8.68 19.90
H 15.59 11.04 14.10
H 6.12 10.17 7.21
H 8.39 14.73 14.60
H 10.62 6.50 14.93
H 12.29 11.14 11.18
H 7.28 15.13 11.18
H 9.06 12.25 10.65
H 13.80 12.36 12.50
H 8.37 13.59 10.17
H 11.72 11.39 7.73
H 10.20 10.50 9.02
H 6.54 11.65 19.87
H 8.59 5.19 13.99
H 12.88 13.61 15.19
H 13.34 5.95 9.78
H 7.83 9.85 18.96
H 12.81 7.35 14.58
H 10.51 6.96 11.90
H 8.62 15.34 10.26
H 13.12 8.94 14.31
H 6.82 14.13 7.00
H 9.19 8.66 10.46
H 11.51 7.49 7.42
H 10.81 8.51 8.40
H 9.43 8.45 11.98
H 9.52 10.21 14.55
H 10.44 12.54 5.58
H 9.61 12.51 6.86
H 9.02 10.07 8.23
H 11.52 5.44 15.61
H 10.48 10.40 15.70
H 10.97 15.02 9.01
H 7.66 9.48 14.79
H 6.67 11.61 7.32
H 14.79 13.50 12.11
H 15.62 13.21 17.55
H 7.43 15.62 15.42
H 14.55 13.12 18.67
H 14.33 5.06 12.91
H 12.39 12.10 8.91
H 7.79 9.57 13.22

Here are the Mulliken charges for atoms 1 to 2, given in e: atom 1 (V): 0.513, atom 2 (O): -0.589

=====

Molecular formula: C27H27N3O4S
Method: DFT, the ωB97M-V functional and the def2-TZVPD basis

Largest force on an atom   0.017 hartree/bohr
SMILES   CCCCCn1c(SCC(=O)c2ccccc2)nc2cc(C(=O)NCc3ccco3)ccc2c1=O
DFT total energy   -1908.53681 hartree
Frontier orbital gap   8.7 eV
LUMO   0.132 eV
HOMO energy   -8.6 eV
M   489.60 Da

Element x y z (Å)
S -3.77 0.66 -1.90
O -1.34 -3.51 -0.81
O 3.42 1.89 0.47
O -1.02 3.30 -1.29
O 7.69 -0.62 -0.44
N 4.57 0.38 -0.75
N -2.41 -1.56 -1.25
N -1.27 0.49 -1.28
C 2.28 -1.37 -0.21
C -4.54 -2.11 -0.10
C -0.06 -1.51 -0.74
C 8.36 -1.33 0.48
C 5.87 1.01 -0.57
C -4.76 -2.78 2.34
C 6.88 -0.09 1.56
C -1.27 -2.31 -0.92
C -3.68 -2.26 -1.36
C -2.34 -0.22 -1.43
C -1.30 2.25 1.36
C -2.34 2.34 0.43
C 1.05 0.64 -0.75
C 6.79 0.14 0.22
C 2.23 0.02 -0.40
C -3.92 1.92 2.20
C 1.14 -2.12 -0.38
C -3.83 -2.65 1.14
C -0.11 -0.12 -0.93
C 3.45 0.86 -0.17
C -3.65 2.19 0.86
C -1.57 1.96 2.68
C 7.91 -1.05 1.73
C -2.88 1.80 3.10
C -5.28 -1.44 2.85
C -3.02 2.30 -2.06
C -1.98 2.64 -0.98
H -4.22 -3.28 3.15
H 1.15 -3.19 -0.24
H -0.75 1.88 3.39
H 4.54 -0.49 -1.26
H 3.20 -1.84 0.09
H 6.29 0.37 2.33
H -5.61 -3.42 2.07
H -2.53 2.36 -3.03
H 5.68 1.95 -0.04
H -4.94 1.81 2.53
H -5.87 -1.58 3.76
H -0.29 2.39 1.02
H 8.26 -1.47 2.65
H -4.79 -1.06 0.04
H -5.46 -2.66 -0.27
H -3.41 -3.63 0.91
H 1.01 1.71 -0.90
H -4.48 2.30 0.18
H -3.00 -1.98 1.41
H -3.43 -3.32 -1.52
H -3.09 1.58 4.14
H -3.84 3.01 -2.02
H -4.22 -1.88 -2.23
H -4.44 -0.78 3.08
H 9.13 -1.99 0.12
H -5.91 -0.96 2.11
H 6.31 1.21 -1.55

Here are the Mulliken charges for atoms 1 to 2, given in e: atom 1 (S): -0.149, atom 2 (O): -0.694